Entry 1:
ORCA calculation (the ωB97M-V functional and the def2-TZVPD basis) on C20H13MoN7O as an isolated structure.

```
42
Properties=species:S:1:pos:R:3:forces:R:3
H -2.016113 2.823682 0.920152 0.0 0.0 0.0
N 1.174078 1.501383 -1.834193 0.0 0.0 0.0
H -2.238113 5.038606 -0.164772 0.0 0.0 0.0
C 1.750666 1.466680 5.362329 0.0 0.0 0.0
C 1.824212 -0.705952 -1.578400 0.1 -0.1 0.0
H 3.068486 0.118671 -3.128390 0.0 0.0 0.0
H -0.998010 -2.964220 -1.769263 0.0 0.0 0.0
H -0.971118 -1.424095 2.266290 0.0 0.0 0.0
C -1.508503 4.332972 -0.535552 0.0 0.0 0.0
C -2.928918 -1.676694 1.386523 0.0 0.0 0.0
C -1.394656 3.090689 0.074685 0.0 0.0 0.1
C 0.247395 3.701181 -2.034144 0.0 0.0 0.0
C -2.897338 -2.748330 -0.785049 0.0 0.0 0.0
C -1.524906 -1.587740 1.339546 -0.1 -0.1 -0.1
C 1.444710 -1.836566 -0.854859 -0.1 0.0 0.0
N 0.478580 -1.571335 0.158523 0.0 -0.1 -0.1
O 0.425506 1.134778 2.108271 -0.2 0.1 -0.2
C 0.910506 1.159139 4.245600 -0.1 -0.1 0.0
N 1.328678 1.441627 3.065335 0.1 0.0 0.0
C -1.532240 -2.626070 -0.891116 0.0 0.0 0.0
H 0.915311 3.882208 -2.864412 0.0 0.0 0.0
H -0.742294 5.609230 -2.083103 0.0 0.0 0.0
C 0.294119 2.489229 -1.381123 0.0 0.1 0.0
Mo -0.077676 0.219487 0.562917 0.2 0.4 0.5
C -3.597542 -2.256995 0.336694 0.0 0.0 0.0
C -0.676675 4.645594 -1.596544 0.0 0.0 0.0
C 2.976373 -3.131339 -2.119121 0.0 0.0 0.0
H -3.453399 -3.212559 -1.588791 0.0 0.0 0.0
H 1.726209 -3.942189 -0.552671 0.0 0.0 0.0
C 2.010991 -3.064751 -1.117727 0.0 0.0 0.0
N -1.379930 -0.027026 4.388201 0.0 0.0 0.0
C -0.365075 0.506802 4.431514 0.0 0.1 -0.1
C -0.837248 -2.043850 0.183043 0.1 0.2 0.0
N 1.083467 0.433225 -1.195565 -0.1 -0.1 -0.1
C 2.788022 -0.767665 -2.576442 0.0 0.1 0.0
N -0.507876 2.181595 -0.336829 0.0 -0.2 0.1
H -3.450185 -1.349415 2.276091 0.0 0.0 0.0
H 4.121209 -2.083652 -3.601031 0.0 0.0 0.0
C 3.363696 -1.999074 -2.834759 0.0 0.0 0.0
H -4.672484 -2.369081 0.376440 0.0 0.0 0.0
H 3.439700 -4.083626 -2.338948 0.0 0.0 0.0
N 2.398395 1.695434 6.280638 0.0 0.0 0.0
```
Positions in Å, forces in eV/Å.

Its multiplicity is 3. The value obtained for the HOMO-LUMO gap (alpha / beta) is 6.74 / 6.41 eV. The calculation puts the energy above the lowest of the compared OMol25 structures with the same formula, charge and spin at 13.5 kcal/mol. For the HOMO energy (alpha / beta), the calculation gives -0.5678 / -0.5714 Ha. Its charge is +2.



Entry 2:
ORCA calculation (the ωB97M-V functional and the def2-TZVPD basis) on a 2-piece molecular cluster, C20H13N4O7 overall in a non-equilibrium geometry.

```
44
Properties=species:S:1:pos:R:3:forces:R:3
C 3.149360 0.986464 1.464918 0.1 -0.2 0.1
H 1.981192 0.127846 -3.259513 -0.3 0.1 0.1
O 2.456381 -1.763868 -1.855904 -1.6 0.1 0.6
C -0.843461 -0.444412 -1.380402 0.5 -1.4 1.7
C -3.618280 0.848793 2.152384 0.1 -0.4 0.2
H 2.880187 2.020066 1.249762 0.0 -0.3 0.1
O 0.462521 1.682582 1.160471 0.3 -0.4 0.4
O 1.802041 1.860213 -4.915633 -1.3 0.6 0.7
O 0.273001 3.389357 -4.571670 0.4 -1.8 0.7
H 1.743811 -2.104618 1.642747 0.2 0.1 0.1
C -3.774455 -1.572796 1.971115 -0.1 0.3 0.1
H 0.025790 -1.556838 0.860876 0.0 0.2 0.5
C 0.700675 0.467007 1.260856 -0.3 0.1 -0.8
H -1.352486 -1.232895 -0.830583 0.2 0.1 -0.5
H -4.091047 1.819549 2.316217 0.1 -0.3 0.0
C 0.252523 1.424405 -3.275263 0.1 -0.2 0.3
O 0.752259 -2.593745 -0.741901 0.8 1.5 -1.5
H -5.440445 -0.282914 2.470407 0.3 0.0 -0.1
N 0.790231 2.288275 -4.316492 0.9 0.3 -0.7
O -3.247661 1.858077 -2.694534 -0.2 -0.1 0.8
O -3.870119 0.272968 -1.188911 0.7 0.6 -0.7
C 0.989097 0.313786 -2.850315 -0.4 0.4 0.2
C 2.134808 0.012816 1.471036 0.6 0.0 -0.1
H 5.865292 -0.975506 2.156077 -0.3 0.1 0.0
H -1.941034 -2.588103 1.390208 -0.3 0.3 0.2
H 5.241760 1.423157 1.740915 -0.2 -0.3 0.0
C 4.476617 0.642474 1.728701 -0.1 -0.4 0.0
N -2.098443 2.337134 -3.297810 1.5 -1.3 1.1
H -4.355569 -2.495574 2.021350 0.1 0.3 0.0
C -1.643508 -0.451997 1.573546 -0.9 0.2 -0.2
H 4.074245 -2.739017 2.100680 0.0 0.4 -0.1
C -1.097693 1.584981 -2.768646 -0.9 1.1 -1.8
C 4.826420 -0.699350 1.963690 -0.4 0.1 -0.1
C 2.501975 -1.327940 1.687349 0.1 0.3 0.0
C -0.305065 -0.556789 1.103388 0.6 0.2 0.0
C 3.832196 -1.686821 1.934443 -0.1 0.4 -0.1
C -1.572330 0.642296 -1.834926 -2.5 1.1 -0.5
C -2.260998 0.795195 1.860967 -0.1 -0.3 -0.1
C -2.432051 -1.639145 1.633570 0.3 0.6 0.0
C -4.376772 -0.329177 2.230772 0.0 -0.1 -0.2
H -1.650170 1.696665 1.791759 -0.3 -0.3 0.0
N -2.968344 0.846841 -1.780618 2.0 -0.7 0.0
N 1.271117 -1.708087 -1.470889 0.6 -1.2 0.0
C 0.456419 -0.591338 -1.904191 0.1 0.1 -0.5
```
Positions in Å, forces in eV/Å.

The value obtained for the HOMO-LUMO gap is 4.75 eV. For the HOMO energy, the calculation gives -0.1380 Ha. Its charge is -1.



Entry 3:
ORCA calculation (the ωB97M-V functional and the def2-TZVPD basis) on C20H14Cl2NO8PdS2 as an isolated structure in a non-equilibrium geometry.

```
48
Properties=species:S:1:pos:R:3:forces:R:3
C -19.794569 -2.729945 -1.013107 0.2 0.3 0.3
C -11.372853 -0.570024 -1.903071 0.4 0.1 0.7
C -12.531659 -0.273946 -2.569238 -0.3 -1.2 -1.7
C -18.131642 0.644665 1.676998 0.2 0.6 0.1
Cl -20.036599 -6.580919 -1.917640 -0.4 -0.3 -0.2
H -10.702233 -1.318442 -2.292321 0.1 -0.1 0.0
H -15.578153 -4.372836 -1.720025 0.0 -0.3 -0.1
H -12.807282 -0.806079 -3.505633 0.3 0.4 0.7
H -13.789824 2.169548 -0.635571 0.0 -0.3 0.3
C -16.123836 -3.454883 -1.484957 0.0 1.0 0.1
H -17.880352 4.010602 1.829675 0.4 0.6 -0.1
H -21.354646 -4.114075 -1.277178 -0.6 -0.2 0.1
C -11.086464 0.098470 -0.716622 0.2 0.0 -0.1
C -16.391228 1.978891 0.641451 0.5 1.5 0.1
C -17.566230 -3.528840 -1.521132 -0.2 -0.3 0.1
C -18.281383 3.040897 2.000333 0.0 -0.4 -0.3
O -19.030253 -0.459795 -4.947971 0.3 0.3 0.1
O -16.705248 0.228485 -5.364180 -0.4 0.3 0.5
H -20.042999 3.733379 3.036618 0.3 -0.2 0.0
C -18.095753 -4.760915 -1.891882 -0.2 0.0 0.7
O -17.194764 -1.473039 -3.716827 0.4 -0.2 0.5
C -20.302233 -3.954984 -1.324262 0.0 -0.2 0.1
C -13.418334 0.647816 -2.088681 -0.5 0.4 0.5
C -18.418754 -2.498872 -1.063994 1.0 1.5 -0.4
H -17.458717 -5.576085 -2.210302 0.0 0.1 0.0
S -17.717173 -0.201092 -4.391467 0.1 -0.2 -0.3
O -15.487465 -2.464442 -1.161776 0.5 0.0 0.0
N -14.641016 0.843622 -2.746202 -1.3 1.0 0.3
O -16.011322 0.876280 0.080775 0.0 -0.1 0.0
H -14.644961 0.620226 -3.719935 0.0 -0.2 -0.8
O -15.772906 3.035068 0.595460 0.2 -0.1 -0.4
C -13.147800 1.338188 -0.918057 0.5 0.9 -0.2
O -17.795378 0.754697 -3.198403 0.5 0.0 -0.1
H -11.661485 1.667693 0.614230 -0.3 -0.1 -0.1
C -11.949097 1.097550 -0.268024 0.3 -0.3 0.4
C -19.981373 1.577452 2.864161 0.1 0.5 0.1
C -19.304317 0.467436 2.396057 -0.2 0.7 0.1
H -15.031788 1.801701 -2.646495 0.3 -1.0 0.0
Pd -16.400878 -0.459565 -1.942171 -0.2 0.8 -0.8
H -20.935741 1.432170 3.356919 0.1 0.1 0.1
Cl -20.741493 -1.380580 -0.496574 -0.5 -0.3 -0.1
S -17.127390 -0.657499 1.183299 -0.1 -0.7 0.7
H -10.182063 -0.151147 -0.167548 -0.1 0.2 -0.1
C -17.643925 1.942303 1.443240 -0.3 -1.3 0.2
O -18.005440 -1.266104 -0.797259 -0.5 -1.2 -0.4
C -19.458431 2.874307 2.700044 -0.8 -0.6 -0.1
H -19.711235 -0.495870 2.570763 -0.2 -0.8 0.0
C -19.432267 -4.975424 -1.695973 -0.2 -0.2 -0.4
```
Positions in Å, forces in eV/Å.

Its multiplicity is 5. The value obtained for the HOMO-LUMO gap (alpha / beta) is 7.55 / 6.02 eV. The calculation puts the energy above the lowest of the compared OMol25 structures with the same formula, charge and spin at 0.0 kcal/mol. For the HOMO energy (alpha / beta), the calculation gives -0.2013 / -0.2059 Ha. Its charge is -1.



Entry 4:
ORCA calculation (the ωB97M-V functional and the def2-TZVPD basis) on C20H14F4GeN4OReS4Se as an isolated structure in a non-equilibrium geometry.

```
50
Properties=species:S:1:pos:R:3:forces:R:3
C 1.071552 2.412166 -3.368984 0.0 -0.1 0.0
F -1.729611 -0.218184 -1.621205 0.0 0.0 -0.2
C 1.067230 1.798093 4.690672 0.0 0.1 0.0
N 1.902641 3.137707 -3.693090 -0.2 -0.1 0.1
H 3.938305 0.517059 5.256119 0.0 0.0 0.0
C -5.024697 1.247047 0.172571 0.0 -0.1 -0.1
C -3.983839 -2.985062 -5.232630 0.1 0.2 -0.1
H 2.203765 -2.076099 5.312538 0.0 -0.1 0.0
H 3.527194 -3.146140 4.836081 0.0 0.0 0.0
C -3.064882 -2.055111 -5.836939 -0.3 -0.4 -0.3
S -4.184480 2.832828 0.155391 0.0 0.0 -0.2
C -0.695548 0.652735 -3.574530 -0.2 -0.2 -0.4
F 0.157037 1.441401 -5.657193 0.0 0.0 0.2
C 2.735677 -2.496941 4.457558 0.0 -0.3 0.3
N -4.745669 -3.718070 -4.782750 0.1 0.0 -0.1
C 0.005938 1.600682 -1.422301 0.4 0.2 -0.8
H 5.410494 -0.001436 4.449659 0.0 0.0 0.0
N 0.068947 1.809624 -0.285254 -0.3 -0.2 -0.2
S -4.411178 0.141949 1.457370 0.0 -0.1 -0.2
H 3.723399 -2.407217 1.220979 0.0 0.0 0.0
S -1.800525 3.592858 1.766074 0.1 0.2 0.1
C 0.087208 1.507165 -2.835851 0.3 0.5 0.6
C -3.036054 2.433954 1.388728 0.3 0.1 0.0
C 4.377892 0.306978 4.280638 0.2 0.2 0.2
C 4.338857 -1.688962 1.764748 0.3 -0.1 -0.2
H 1.974773 1.600278 5.252219 0.0 0.0 0.1
F -3.175870 -1.931745 -3.002767 0.1 0.1 -0.1
S -1.988621 0.594789 3.145905 0.2 0.1 0.1
C -2.371533 -1.123529 -3.658457 -0.1 -0.1 -0.1
C 1.713135 -0.276942 2.613683 0.3 -0.1 0.0
H 5.277470 -2.179563 2.026764 0.0 0.0 -0.1
C -1.624304 -0.252665 -2.963808 0.1 0.1 0.2
C -2.314690 -1.184840 -5.111781 0.2 0.2 0.2
H 4.409882 1.220055 3.683521 0.0 0.0 0.0
H 0.284599 1.084879 4.926374 0.0 0.0 0.0
Re -0.621462 1.653302 1.620202 -1.1 0.1 0.4
C -1.399557 -0.239693 -5.728502 -0.2 -0.2 -0.1
F -1.297850 -0.205266 -7.035289 -0.1 -0.1 0.1
Ge 3.446252 -1.099306 3.355049 -0.4 0.2 -0.1
N -3.057366 -2.210395 -8.417783 0.0 0.0 0.1
H 0.734039 2.819521 4.856114 0.0 0.0 0.0
H 0.859002 -0.762771 3.083112 -0.1 0.1 -0.1
C -0.646381 0.612409 -5.011861 0.2 0.2 0.1
H 4.571135 -0.842283 1.117003 0.0 -0.1 0.0
C -3.024769 -2.127323 -7.271922 -0.1 0.0 0.2
C -3.142053 1.180991 1.986598 0.2 -0.2 0.2
Se 1.555358 1.662831 2.817637 0.2 -0.3 -0.1
H 2.050679 -3.110523 3.869667 0.0 0.0 0.1
O -5.878842 0.949268 -0.587174 0.0 0.0 0.1
H 1.727322 -0.470504 1.537100 -0.1 0.1 0.0
```
Positions in Å, forces in eV/Å.

Its multiplicity is 4. The value obtained for the HOMO-LUMO gap (alpha / beta) is 5.75 / 5.91 eV. For the HOMO energy (alpha / beta), the calculation gives -0.5270 / -0.5433 Ha. Its charge is +2.



Entry 5:
ORCA calculation (the ωB97M-V functional and the def2-TZVPD basis) on C20H15BBrN2O4Se2TcTe2 as an isolated structure.

```
48
Properties=species:S:1:pos:R:3:forces:R:3
C 0.455463 -1.463526 -0.946098 -0.1 0.0 -0.1
H 3.423787 1.249954 5.991101 0.0 0.0 0.0
C -2.338466 1.395872 -0.121136 0.1 0.0 -0.1
H 2.668520 0.532090 -2.613789 0.0 0.0 0.0
C -3.187924 3.283576 -1.520625 0.0 0.0 0.0
H 5.138605 0.120997 4.648133 0.0 0.0 0.0
Te -2.988412 -4.734004 1.317488 -0.1 -0.1 0.0
H -2.060961 -0.657420 2.970107 0.0 0.0 0.0
Se -0.804896 -3.435077 1.602450 0.0 0.5 -0.2
N -2.555230 -0.819398 2.098903 -0.1 0.1 0.0
C 1.152258 -0.319536 -1.354172 0.0 0.0 0.0
H -3.802714 3.565616 -0.677791 0.0 0.0 0.0
C -1.624566 2.490833 -3.679555 0.0 0.0 0.0
C -2.354620 2.176633 -1.411974 0.0 0.0 0.0
O -1.334816 0.595390 -0.000766 -0.1 0.1 0.0
H 0.902773 0.635488 -0.906518 0.0 0.0 0.0
C 2.467604 -1.582709 -2.919587 0.0 0.0 0.0
C 4.106985 0.096697 4.322489 0.0 0.0 0.0
Br -4.337706 5.512885 -2.865939 0.0 0.0 0.0
H 4.523640 -1.074738 2.540191 0.0 0.0 0.0
Te -3.195318 -4.245868 -1.320056 0.0 0.0 0.0
C -3.212445 3.986029 -2.709389 0.0 0.0 0.0
C 1.483091 0.062857 3.536267 0.0 0.0 0.0
C -2.442423 3.605721 -3.797106 0.0 0.0 0.0
O 0.268156 -0.097256 2.935975 -0.1 -0.1 0.0
Se -3.099425 -1.757236 -1.200946 0.0 0.0 0.0
N 4.325898 -1.694499 -4.717907 0.0 0.0 0.0
C 3.778415 -0.574840 3.143109 0.0 0.0 0.0
C 2.141515 -0.367316 -2.320209 0.0 0.0 0.0
C 3.499938 -1.644786 -3.918435 -0.1 0.0 0.1
H -1.024794 2.176416 -4.523476 0.0 0.0 0.0
Tc -1.107972 -1.395398 0.449928 0.2 -0.6 0.2
O 1.868581 -1.150052 1.686873 0.0 0.0 0.0
C 2.453013 -0.573948 2.775849 0.0 0.0 0.0
C 0.788764 -2.668515 -1.581199 0.0 -0.1 0.0
C 1.779408 -2.735700 -2.545501 0.0 0.0 0.0
H 1.028870 1.227271 5.279133 0.0 0.0 0.0
C -1.573791 1.779458 -2.489426 0.0 0.0 0.0
C 3.135465 0.735505 5.083740 0.0 0.0 0.0
B 0.488844 -0.867779 1.759088 0.0 0.1 0.1
O -3.219481 1.576745 0.713207 0.0 0.0 0.1
H -3.012595 0.052791 1.807398 0.0 -0.1 0.0
H -3.249839 -1.548843 2.229436 0.0 0.0 0.0
H 2.021430 -3.679502 -3.018098 0.0 0.0 0.0
H 0.259723 -3.578341 -1.320668 0.0 0.0 0.0
H -0.940540 0.907243 -2.390390 0.0 0.0 0.0
H -2.485379 4.170217 -4.718267 0.0 0.0 0.0
C 1.793553 0.730009 4.698145 0.0 0.0 0.0
```
Positions in Å, forces in eV/Å.

Its multiplicity is 2. The value obtained for the HOMO-LUMO gap (alpha / beta) is 5.55 / 6.12 eV. The calculation puts the energy above the lowest of the compared OMol25 structures with the same formula, charge and spin at 8.3 kcal/mol. For the HOMO energy (alpha / beta), the calculation gives -0.1740 / -0.1738 Ha. Its charge is -1.